DFT (the ωB97M-V functional and the def2-TZVPD basis) results for a molecular structure, C46H37IrN5O8P2 in a non-equilibrium geometry.

Summary:
Highest occupied orbital energy: -11.66 eV
ΔE to the lowest compared entry with this formula, charge and spin: 0.090 eV
DFT total energy: -93546.8599 eV
LUMO: -3.241 eV
HOMO-LUMO gap: 0.3094 hartree

```
! wB97M-V def2-TZVPD RIJCOSX def2/J DEFGRID3
* xyz 1 1
Ir -0.15 0.02 0.16
N 1.76 1.86 -0.97
P 2.03 0.27 -0.41
C 3.35 0.35 0.80
C 4.50 1.08 0.49
C 5.51 1.20 1.43
C 5.37 0.59 2.67
C 4.24 -0.14 2.97
C 3.22 -0.27 2.03
C 2.63 -0.69 -1.80
C 1.89 -0.68 -2.99
C 2.29 -1.46 -4.06
C 3.43 -2.25 -3.95
C 4.16 -2.27 -2.78
C 3.77 -1.49 -1.70
P 0.09 1.97 -0.84
C -0.29 3.47 0.06
C 0.55 3.92 1.08
C 0.24 5.08 1.76
C -0.92 5.78 1.46
C -1.77 5.33 0.45
C -1.45 4.18 -0.25
C -0.63 2.17 -2.47
C -1.58 1.28 -2.95
C -2.09 1.44 -4.23
C -1.65 2.48 -5.03
C -0.69 3.37 -4.55
C -0.18 3.22 -3.28
H 2.39 2.63 -0.78
H 4.62 1.54 -0.49
H 6.40 1.77 1.19
H 6.16 0.69 3.40
H 4.14 -0.63 3.93
H 2.34 -0.86 2.25
H 0.99 -0.08 -3.07
H 1.72 -1.45 -4.97
H 3.74 -2.85 -4.79
H 5.04 -2.89 -2.69
H 4.34 -1.52 -0.78
H 1.44 3.36 1.34
H 0.90 5.44 2.54
H -1.17 6.68 2.00
H -2.67 5.88 0.21
H -2.10 3.83 -1.05
H -1.90 0.44 -2.35
H -2.82 0.73 -4.60
H -2.05 2.60 -6.02
H -0.34 4.18 -5.18
H 0.57 3.91 -2.91
O 0.44 1.08 1.85
C 0.02 0.38 2.88
O -0.79 -0.53 2.78
C 0.68 0.69 4.18
C 1.07 -0.36 5.00
C 1.72 -0.11 6.19
C 1.96 1.21 6.54
C 1.56 2.28 5.76
C 0.92 2.01 4.56
N 2.66 1.49 7.81
O 2.73 2.65 8.15
O 2.92 0.54 8.52
H 0.85 -1.38 4.70
H 2.05 -0.90 6.85
H 1.75 3.29 6.09
H 0.61 2.82 3.91
O -4.72 -4.43 -2.54
C -5.68 -3.42 -2.30
N -4.98 -2.34 -1.67
C -5.44 -1.74 -0.54
O -6.53 -1.95 -0.06
C -4.52 -0.73 0.09
C -5.04 0.24 0.93
C -4.18 1.17 1.50
C -2.83 1.08 1.22
N -2.32 0.14 0.43
C -3.15 -0.76 -0.10
H -5.14 -5.15 -3.02
H -6.46 -3.75 -1.61
H -6.13 -3.09 -3.24
H -4.08 -2.09 -2.07
H -6.11 0.25 1.12
H -4.55 1.95 2.15
H -2.13 1.79 1.65
H -2.70 -1.51 -0.72
O 1.00 -2.47 0.59
C 0.38 -2.67 -0.43
N -0.30 -1.67 -1.08
C -1.01 -2.21 -2.15
O -1.80 -1.60 -2.84
C -0.67 -3.66 -2.23
C -1.10 -4.64 -3.09
C -0.63 -5.93 -2.88
C 0.24 -6.21 -1.83
C 0.67 -5.22 -0.95
C 0.19 -3.95 -1.18
H -1.79 -4.41 -3.89
H -0.94 -6.73 -3.53
H 0.59 -7.23 -1.69
H 1.33 -5.44 -0.12
*
```